Entry 1:
{
  "formula": "C35H42AsN2PS3V",
  "method": "ωB97M-V with the def2-TZVPD basis set",
  "spin_multiplicity": 2,
  "homo_energy_ha": [-0.257, -0.248],
  "gap_ev": [7.270, 7.350],
  "total_charge": 0,
  "species": ["V", "C", "C", "S", "C", "C", "S", "H", "H", "H", "H", "H", "H", "C", "C", "As", "C", "C", "C", "C", "C", "C", "C", "C", "C", "C", "C", "C", "P", "C", "C", "C", "C", "C", "C", "C", "C", "C", "C", "C", "C", "H", "H", "H", "H", "H", "H", "H", "H", "H", "H", "H", "H", "H", "H", "H", "H", "H", "H", "H", "H", "H", "H", "H", "H", "C", "C", "N", "C", "S", "N", "C", "C", "H", "H", "H", "H", "H", "H", "H", "H", "H", "H", "H", "H"],
  "coordinates": [[-0.15502, -2.00748, 1.15446], [2.38982, -5.49387, 2.66293], [1.79635, -4.12071, 2.43521], [1.32684, -3.77925, 0.77974], [1.64217, -3.21614, 3.41981], [2.01433, -3.45377, 4.85803], [0.95845, -1.62699, 3.09303], [2.78672, -5.88084, 1.72537], [1.63274, -6.20263, 3.01158], [3.19474, -5.48260, 3.39660], [2.65714, -4.32231, 4.98544], [1.12135, -3.60967, 5.47089], [2.52748, -2.58043, 5.26400], [0.43437, 1.36509, 0.00485], [0.91639, 2.42793, -0.97650], [-0.02817, 4.12892, -0.61106], [-1.75410, 3.48338, -1.29053], [-2.04953, 3.37233, -2.64675], [-3.24946, 2.81236, -3.06129], [-4.16235, 2.34120, -2.12579], [-3.88268, 2.45557, -0.77184], [-2.69251, 3.04135, -0.35998], [0.52973, 5.13657, -2.18607], [-0.05664, 6.38334, -2.39761], [0.29476, 7.15665, -3.49309], [1.25283, 6.69934, -4.38818], [1.85285, 5.46662, -4.18014], [1.49082, 4.68880, -3.08715], [0.91636, -0.37245, -0.35035], [0.30797, -0.73217, -2.02370], [0.84495, -1.83267, -2.69304], [0.33343, -2.22406, -3.92092], [-0.71947, -1.52331, -4.49121], [-1.26252, -0.43318, -3.82594], [-0.75752, -0.03970, -2.59575], [2.72344, -0.31968, -0.53639], [3.31666, 0.17351, -1.70075], [4.69575, 0.23827, -1.81163], [5.49792, -0.18429, -0.75869], [4.91550, -0.67238, 0.40090], [3.53302, -0.74254, 0.51358], [-0.65591, 1.34136, 0.08405], [0.79937, 1.57258, 1.01500], [0.71268, 2.13034, -2.00762], [1.98924, 2.58868, -0.86928], [-1.33699, 3.72156, -3.38530], [-3.46923, 2.73468, -4.11889], [-5.09249, 1.89385, -2.45189], [-4.58861, 2.09301, -0.03601], [-2.48820, 3.14323, 0.70081], [-0.80205, 6.75225, -1.70112], [-0.17577, 8.11932, -3.64645], [1.53056, 7.30292, -5.24231], [2.60302, 5.10399, -4.87128], [1.96780, 3.72678, -2.94812], [1.66194, -2.38801, -2.24638], [0.75671, -3.08022, -4.42985], [-1.11690, -1.82939, -5.45016], [-2.08635, 0.11770, -4.25983], [-1.20781, 0.80675, -2.09128], [2.69897, 0.48440, -2.53461], [5.14483, 0.61317, -2.72245], [6.57562, -0.13541, -0.84760], [5.53385, -1.01108, 1.22188], [3.08084, -1.13927, 1.41420], [-3.05544, 0.23985, 4.70313], [-2.55483, -0.10417, 3.31446], [-2.60019, -1.55070, 3.11895], [-2.04331, -2.02124, 1.91838], [-2.23623, -1.26210, 0.37545], [-1.70336, -3.39768, 1.81160], [-1.60147, -4.27719, 2.97871], [-2.94988, -4.82489, 3.42320], [-3.04103, 1.31927, 4.85296], [-2.42070, -0.21069, 5.46954], [-4.07478, -0.11860, 4.84748], [-1.53322, 0.27605, 3.16983], [-3.18420, 0.35362, 2.54918], [-2.15202, -2.00453, 3.90698], [-2.12602, -3.86321, 1.01709], [-1.09801, -3.73359, 3.77728], [-0.92673, -5.08798, 2.70063], [-3.63786, -4.02248, 3.68747], [-2.82567, -5.47899, 4.28719], [-3.40503, -5.41202, 2.62297]],
  "forces_ev_per_angstrom": [[-0.205, -0.298, -0.425], [-0.050, 0.065, -0.080], [0.047, -0.272, -0.027], [0.041, 0.054, 0.007], [-0.004, -0.009, 0.079], [-0.020, 0.036, 0.006], [-0.063, 0.203, 0.301], [0.019, -0.009, 0.015], [-0.012, 0.016, -0.008], [0.017, 0.009, -0.001], [0.005, -0.003, -0.007], [-0.001, 0.003, 0.006], [0.004, 0.002, 0.013], [0.028, -0.040, -0.059], [-0.050, -0.029, 0.067], [-0.060, -0.092, -0.094], [-0.034, 0.063, 0.083], [0.049, 0.015, -0.017], [-0.011, -0.032, 0.010], [0.007, 0.011, 0.012], [0.006, 0.024, -0.044], [0.050, -0.036, 0.017], [0.041, 0.018, -0.044], [-0.013, -0.009, 0.023], [-0.006, -0.001, 0.001], [0.007, -0.033, 0.011], [-0.020, 0.036, -0.018], [0.007, -0.021, 0.026], [0.052, 0.157, 0.062], [-0.036, 0.008, -0.052], [-0.026, 0.004, -0.004], [0.048, -0.006, 0.042], [-0.021, 0.044, 0.017], [-0.010, -0.017, -0.040], [0.035, -0.031, 0.037], [0.059, 0.093, -0.092], [-0.003, -0.053, 0.005], [0.013, 0.006, 0.003], [-0.027, 0.011, 0.011], [-0.011, 0.021, -0.002], [0.008, -0.031, 0.012], [-0.028, -0.003, -0.041], [0.030, -0.034, 0.004], [0.018, 0.048, 0.023], [0.027, 0.010, 0.001], [-0.001, -0.001, -0.008], [-0.003, 0.009, -0.008], [0.006, -0.009, -0.001], [-0.009, -0.001, -0.002], [0.013, -0.013, -0.006], [0.002, 0.004, -0.001], [-0.003, 0.003, 0.001], [0.007, 0.003, -0.002], [0.003, 0.000, -0.004], [0.006, 0.015, -0.004], [0.019, -0.013, 0.007], [0.004, -0.003, 0.002], [-0.011, 0.007, -0.003], [-0.028, 0.011, -0.012], [-0.011, -0.014, 0.034], [-0.021, 0.007, 0.001], [0.007, 0.003, 0.003], [0.003, -0.010, 0.003], [0.013, 0.002, -0.004], [-0.022, -0.023, -0.007], [0.011, 0.039, -0.019], [-0.001, -0.015, -0.084], [0.018, 0.020, -0.043], [0.030, -0.169, 0.100], [-0.043, 0.095, 0.067], [0.061, 0.074, 0.144], [-0.022, -0.035, 0.008], [0.013, -0.012, -0.009], [-0.008, -0.003, 0.024], [0.008, 0.004, 0.002], [-0.008, 0.002, -0.001], [-0.037, 0.012, 0.011], [0.019, 0.019, 0.032], [0.041, -0.021, 0.003], [0.015, 0.055, -0.058], [0.019, 0.031, 0.005], [0.014, 0.017, -0.022], [0.003, 0.015, 0.004], [-0.003, 0.000, 0.002], [-0.007, -0.001, 0.006]]
}

Entry 2:
{
  "formula": "C22H22N6RuS",
  "method": "ωB97M-V with the def2-TZVPD basis set",
  "spin_multiplicity": 2,
  "homo_energy_ha": [-0.388, -0.419],
  "gap_ev": [7.777, 8.237],
  "total_charge": 1,
  "species": ["Ru", "C", "C", "C", "C", "C", "H", "H", "H", "H", "H", "N", "C", "C", "C", "C", "C", "C", "N", "C", "C", "C", "S", "C", "N", "H", "H", "H", "H", "H", "H", "H", "N", "C", "N", "C", "N", "C", "C", "C", "C", "C", "H", "H", "H", "H", "H", "H", "H", "H", "H", "H"],
  "coordinates": [[-1.16860, -0.49019, 0.67254], [-2.50869, -2.29458, 0.34800], [-2.32847, -1.59352, -0.87136], [-2.83235, -0.26758, -0.71494], [-3.35353, -0.16457, 0.60720], [-3.16914, -1.42081, 1.25392], [-2.24737, -3.32444, 0.52941], [-1.88772, -2.00701, -1.76458], [-2.87712, 0.49098, -1.47852], [-3.81377, 0.71140, 1.03496], [-3.43574, -1.65214, 2.27231], [0.01017, 3.25013, 2.21188], [-0.02462, 3.67339, 0.89436], [0.22307, 4.90497, 0.30019], [0.10833, 4.95992, -1.07386], [-0.23515, 3.82968, -1.83189], [-0.48231, 2.61023, -1.23646], [-0.38118, 2.54517, 0.15061], [-0.55862, 1.47993, 1.02233], [-0.31349, 1.93803, 2.23086], [-0.37065, 1.07227, 3.39475], [0.14907, 1.27070, 4.63732], [-0.07673, -0.13106, 5.58304], [-0.86280, -0.88264, 4.26850], [-0.95356, -0.15494, 3.19732], [0.20802, 3.81793, 3.01792], [0.49623, 5.77638, 0.87908], [0.29183, 5.89639, -1.58206], [-0.30502, 3.92395, -2.90685], [-0.74000, 1.73144, -1.81179], [0.67024, 2.13037, 5.02445], [-1.23584, -1.89389, 4.33667], [2.09544, -2.51204, 2.54029], [1.57777, -1.75959, 1.83016], [0.89791, -0.88311, 1.11881], [0.61010, -0.75879, -0.15503], [1.31266, -1.06375, -1.20779], [2.67115, -1.62423, -1.14971], [2.67807, -3.00664, -1.78888], [2.11754, -2.95033, -3.20816], [0.72930, -2.31270, -3.22605], [0.76081, -0.94394, -2.55738], [3.00171, -1.65300, -0.11514], [3.33121, -0.94746, -1.69959], [2.08093, -3.68484, -1.17271], [3.69832, -3.39120, -1.79310], [2.07382, -3.95324, -3.63293], [2.79106, -2.36740, -3.84432], [0.02931, -2.96087, -2.68928], [0.36341, -2.21152, -4.24850], [-0.22401, -0.48440, -2.47367], [1.40901, -0.26687, -3.12231]],
  "forces_ev_per_angstrom": [[-0.110, 0.212, -0.384], [-0.007, 0.062, 0.124], [0.046, 0.039, 0.040], [0.108, -0.209, -0.203], [0.031, -0.315, 0.387], [-0.123, 0.225, -0.155], [0.044, 0.019, 0.028], [0.005, 0.039, 0.013], [-0.005, 0.025, 0.012], [-0.011, -0.005, 0.005], [-0.026, 0.005, -0.008], [0.021, -0.011, 0.085], [-0.004, -0.017, -0.104], [0.008, 0.000, -0.004], [0.008, 0.028, 0.010], [-0.009, -0.028, -0.016], [-0.011, 0.012, 0.019], [0.042, 0.036, 0.045], [-0.133, 0.230, 0.057], [0.009, 0.001, -0.108], [0.038, -0.028, 0.151], [-0.008, -0.061, -0.024], [-0.029, 0.082, -0.025], [0.003, -0.060, -0.033], [0.004, 0.086, 0.037], [-0.002, -0.003, -0.007], [0.000, 0.006, 0.006], [0.001, 0.005, 0.002], [-0.002, -0.008, -0.006], [-0.005, 0.021, -0.005], [0.013, 0.007, 0.005], [-0.002, -0.003, 0.002], [0.030, 0.133, -0.040], [0.109, -0.526, 0.028], [-0.217, 0.215, 0.200], [0.187, -0.420, 0.022], [-0.035, 0.194, -0.124], [0.037, 0.010, 0.010], [-0.009, 0.005, -0.001], [0.000, -0.025, -0.010], [0.005, -0.018, 0.026], [0.019, 0.033, -0.017], [0.010, -0.009, -0.006], [-0.019, 0.016, 0.000], [0.001, 0.001, 0.002], [0.006, 0.007, 0.013], [0.002, 0.006, -0.012], [0.006, 0.007, 0.006], [-0.022, 0.013, 0.002], [-0.009, 0.021, -0.001], [0.031, -0.068, -0.035], [-0.024, 0.011, -0.011]]
}

What energy relative to the best compared isomer or geometry (same formula, charge and spin) values result from the calculations? In sequence: 0.30, 0.07 kcal per mole.